Entry from OMol25: a molecular structure, C2H3LiOPb in a non-equilibrium geometry (ωB97M-V/def2-TZVPD).

E_tot (eV): -9610.3285
Net charge: +1
Multiplicity: 2
Frontier orbital gap (spin up / spin down) (eV): 6.57 / 6.86

Each line ends with the Löwdin charge.
Positions of all 8 atoms, in Å:
O  0.43382  -1.61677  -1.07003  -0.2595
C  -0.15719  -0.51400  -1.43561  -0.1233
Li  1.48108  0.08005  2.29364  0.7072
Pb  -1.13480  -1.31248  1.17719  1.0071
H  -1.23878  -0.67268  -1.64216  0.0368
C  0.13860  0.93808  0.37270  -0.2680
H  -0.64046  1.68405  0.14009  -0.0519
H  1.11773  1.41373  0.16417  -0.0484